{
  "formula": "C11H42N8O10",
  "method": "ωB97M-V/def2-TZVPD",
  "elements": ["H", "H", "H", "O", "O", "C", "O", "N", "N", "N", "H", "N", "O", "H", "H", "H", "H", "H", "O", "H", "H", "H", "H", "H", "H", "C", "H", "N", "H", "O", "H", "H", "H", "H", "C", "H", "H", "H", "H", "H", "N", "H", "H", "O", "H", "C", "C", "N", "C", "C", "H", "H", "C", "H", "H", "H", "O", "H", "C", "O", "C", "H", "C", "O", "H", "H", "N", "H", "H", "H", "H"],
  "positions_angstrom": [[2.0916, 3.5095, -2.2902], [2.1793, 0.2462, 3.1732], [-0.1073, 0.0555, -0.3089], [1.8140, 1.5041, -2.3176], [-2.9891, -4.2313, -2.5913], [-2.1849, 0.8945, -2.1648], [-1.1367, 0.4143, -2.9963], [-4.0627, -2.6421, -1.1204], [-0.8338, 2.7737, 0.3153], [-1.9878, -3.2537, -0.6885], [-3.8262, 0.4421, -1.0174], [-2.2715, 2.1825, -1.9109], [-0.9119, 1.6489, 2.7362], [1.5741, -3.5747, 2.2123], [-0.0342, -3.1135, 1.7773], [1.1891, 1.9668, 0.6173], [-2.8087, 2.6289, 2.6958], [0.2304, -4.8186, 2.3966], [-1.6687, -0.9567, 0.7203], [3.6862, 4.2390, -0.0491], [-1.2641, -3.9352, -0.6901], [-2.8707, -0.9177, -1.7560], [2.3493, 0.5970, 0.6496], [-1.7804, -2.3349, -0.2257], [0.7860, 3.9511, 1.9909], [2.5252, -0.7670, 2.9653], [1.3702, -3.6561, -0.2906], [2.1454, 1.5841, 0.4440], [-2.6112, 1.0689, 1.7727], [-0.6082, 4.8489, -0.8751], [-1.4919, 2.4104, -0.4727], [-2.2075, -0.3445, 0.2912], [0.3684, 2.9954, -2.4747], [2.4264, -2.5381, -2.0962], [1.0056, -4.4034, 0.3723], [1.8969, -1.1027, -1.1341], [-0.0924, -5.9822, 0.5054], [-4.1377, -2.0560, -0.2547], [-2.7302, 1.0429, 3.5720], [-4.8827, -2.6322, -1.8212], [2.9140, 3.5462, 0.1302], [1.9680, 3.8170, 0.2861], [2.3037, -0.9606, -2.8078], [0.4681, -1.8996, -2.4386], [3.4907, -1.0024, 3.4514], [-0.3231, 3.9908, 0.1890], [1.4247, 2.8209, -2.8048], [-2.9400, 0.0707, -1.5344], [1.7915, -1.6638, -2.1077], [-0.3121, -0.6320, 0.5090], [-0.8579, 2.3153, 1.2012], [3.1920, -1.7377, 1.4503], [-2.9938, -3.3108, -1.4838], [1.7682, -5.1059, 0.5611], [1.5678, 2.8699, -3.8252], [0.1143, -0.1063, 1.3896], [2.6815, -0.9598, 1.6044], [0.3586, -1.5070, 0.3449], [3.2099, 2.2485, 0.2700], [4.4518, 1.6709, 0.1497], [0.6731, -3.9461, 1.7878], [0.9044, 5.3298, 1.0539], [-2.3332, 1.6399, 2.7243], [-0.0712, -5.1947, -0.0480], [-3.1334, 2.4659, -1.4679], [-1.7535, 2.7844, -2.5123], [0.4802, 4.4001, 1.1237], [-0.0189, -1.1203, -2.4985], [1.7217, -1.3777, 3.3895], [-0.6116, 1.2451, 3.5600], [1.7264, 1.5655, -1.3083]],
  "forces_ev_per_a": [[-0.22, 0.58, -0.26], [0.55, 0.27, -0.23], [-0.49, -0.10, -0.51], [-0.56, 0.75, 1.17], [-0.73, 5.08, 5.58], [8.19, -2.49, -6.22], [-5.65, 2.54, 4.38], [-4.72, 2.63, -0.94], [-1.65, -1.22, -2.17], [2.16, 2.24, 2.16], [2.12, -1.24, -1.52], [-1.31, 0.77, 0.22], [0.08, 0.20, 1.19], [0.79, 0.22, 0.90], [-0.21, -0.21, 0.18], [1.47, -0.52, -0.27], [0.49, -0.11, 0.14], [0.84, 1.39, -0.86], [1.36, -1.43, 1.61], [-1.51, -1.29, 0.29], [0.41, -0.61, -0.64], [-0.30, 0.22, -0.11], [-0.56, 0.27, -0.03], [-0.43, -1.61, -0.16], [-0.78, -0.39, -0.70], [0.18, -0.32, 1.31], [-0.45, 0.59, -0.87], [-4.53, -4.76, 1.79], [-0.02, 0.85, 1.32], [1.39, -4.49, 4.98], [1.82, 1.11, 1.69], [-1.10, 1.59, -1.26], [0.84, 0.28, -0.67], [-0.38, -0.66, 0.12], [-0.51, -1.47, 2.78], [-0.01, -0.72, -0.45], [-0.08, 0.14, -0.18], [0.24, -1.33, -1.28], [0.16, 0.49, -0.50], [2.01, -0.06, 1.78], [3.46, 2.19, -0.57], [0.18, 0.52, -0.24], [-0.47, -0.43, 0.18], [1.03, -3.26, 0.35], [-0.62, 0.44, 0.31], [-3.27, 4.00, -6.38], [-0.47, -1.29, 3.51], [-4.25, -0.94, 2.73], [1.22, 2.55, 0.17], [2.10, 0.48, 0.75], [0.47, -0.05, 0.34], [0.57, -0.69, -0.31], [0.42, -7.44, -6.74], [1.78, -0.60, -0.32], [0.06, -0.03, -2.15], [-0.44, -0.45, -0.20], [-0.80, 0.61, -1.03], [-1.04, 0.34, 0.02], [8.90, 0.38, -1.52], [-6.08, 3.03, 0.82], [-1.08, -0.13, 0.04], [-0.76, -0.46, -0.36], [-1.11, -1.71, -0.92], [-0.82, -0.12, -1.54], [0.05, 0.77, -0.41], [0.18, 0.74, -0.29], [2.61, 2.45, 3.18], [-1.24, 2.57, -0.48], [0.13, -0.44, -0.01], [0.05, 0.15, -0.27], [0.33, -0.39, -2.42]],
  "mulliken_charge": [0.2954, 0.1951, -0.3804, -0.4279, -0.7476, 0.2853, -0.7327, -0.4150, 0.3160, 0.1388, 0.2770, -0.4533, -0.5996, 0.0950, 0.0347, 0.1524, 0.2722, 0.4382, -0.6790, 0.2515, 0.0717, 0.1963, -0.5554, 0.2204, 0.2398, -0.6706, 0.0240, 0.5458, -0.0648, -0.7399, -0.2680, 0.0661, -0.0307, 0.3754, -0.3840, 0.1067, 0.3291, 0.2397, 0.4343, 0.2700, -0.1769, 0.0987, 0.2406, -0.3966, 0.3685, 0.3921, -0.4884, -0.3030, -0.6358, 1.7125, 0.2734, 0.2739, 0.4516, 0.5246, 0.4091, -0.1319, -0.4567, -0.6247, 0.6101, -0.7746, -0.5037, 0.3078, -0.5166, -0.6336, 0.2718, 0.2886, -0.4505, 0.3240, 0.2487, 0.3465, 0.2286],
  "relative_energy_ev": 3.834,
  "e_tot_ev": -44478.8809,
  "gap_ev": 7.578,
  "smiles": "NC(N)=O.NC(N)=O.NC(N)=O.NC(N)=O.CCO.CO.CO.CO.CO.CO",
  "total_charge": 0,
  "spin_multiplicity": 1
}